# 1
{
  "formula": "C22H46N2O13S2",
  "method": "the ωB97M-V functional and the def2-TZVPD basis",
  "relative_energy_kcal_mol": 18.6,
  "homo_energy_ev": -9.26,
  "total_charge": 0,
  "smiles": "O=S1(=O)OCCO1.O=S1(=O)OCCO1.CNC(C)=O.CNC(C)=O.C1CCOC1.C1CCOC1.C1CCOC1",
  "elements": ["C", "C", "O", "N", "C", "H", "H", "H", "H", "H", "H", "H", "C", "C", "O", "N", "C", "H", "H", "H", "H", "H", "H", "H", "C", "C", "O", "S", "O", "O", "O", "H", "H", "H", "H", "C", "C", "O", "S", "O", "O", "O", "H", "H", "H", "H", "C", "C", "C", "O", "C", "H", "H", "H", "H", "H", "H", "H", "H", "C", "C", "C", "O", "C", "H", "H", "H", "H", "H", "H", "H", "H", "C", "C", "C", "O", "C", "H", "H", "H", "H", "H", "H", "H", "H"],
  "positions_angstrom": [[-4.018, -6.492, 3.491], [-3.005, -5.494, 3.003], [-2.457, -5.595, 1.927], [-2.706, -4.483, 3.849], [-1.931, -3.317, 3.445], [-4.692, -6.791, 2.696], [-4.588, -6.197, 4.373], [-3.439, -7.349, 3.849], [-3.097, -4.470, 4.773], [-0.971, -3.347, 3.966], [-2.499, -2.452, 3.787], [-1.746, -3.286, 2.378], [5.247, -4.295, 3.427], [4.057, -4.804, 2.604], [4.232, -5.598, 1.700], [2.852, -4.253, 2.899], [1.625, -4.757, 2.301], [4.943, -4.304, 4.476], [5.587, -3.352, 3.012], [5.983, -5.090, 3.338], [2.773, -3.875, 3.829], [1.826, -5.799, 2.032], [1.418, -4.198, 1.391], [0.756, -4.821, 2.951], [5.152, -0.176, 2.470], [3.781, -0.550, 3.022], [2.978, 0.607, 2.872], [3.850, 1.950, 2.355], [3.613, 3.082, 3.171], [3.601, 2.034, 0.938], [5.243, 1.215, 2.689], [5.172, -0.371, 1.393], [5.999, -0.710, 2.889], [3.813, -0.930, 4.046], [3.299, -1.345, 2.449], [-0.704, 1.931, -4.348], [0.421, 1.092, -4.926], [-0.205, 0.367, -5.973], [-1.678, -0.101, -5.428], [-1.562, -1.354, -4.751], [-2.577, -0.022, -6.537], [-1.856, 1.087, -4.348], [-0.856, 2.797, -4.997], [-0.494, 2.267, -3.333], [0.870, 0.335, -4.269], [1.272, 1.699, -5.237], [-0.945, -0.442, -0.805], [-1.007, -0.973, 0.626], [0.485, -1.221, 0.940], [1.227, -0.952, -0.257], [0.476, 0.097, -0.835], [-1.835, 0.104, -1.106], [-0.913, -1.334, -1.441], [-1.635, -1.863, 0.698], [-1.512, -0.206, 1.219], [0.804, -2.131, 1.436], [0.666, -0.399, 1.650], [0.797, 0.227, -1.871], [0.620, 1.051, -0.323], [-5.067, 4.997, -2.406], [-3.784, 4.255, -2.610], [-4.232, 2.805, -2.804], [-5.427, 2.718, -1.965], [-5.991, 4.004, -1.752], [-5.547, 5.359, -3.326], [-4.999, 5.934, -1.848], [-3.159, 4.283, -1.713], [-3.166, 4.621, -3.432], [-3.615, 1.969, -2.487], [-4.640, 2.582, -3.796], [-5.945, 4.179, -0.667], [-7.047, 4.136, -1.994], [1.143, 5.221, -1.038], [2.284, 4.794, -1.984], [2.009, 3.325, -2.276], [0.779, 3.008, -1.571], [0.747, 3.894, -0.481], [0.330, 5.639, -1.644], [1.475, 6.070, -0.444], [3.293, 4.845, -1.560], [2.387, 5.387, -2.894], [2.679, 2.556, -1.878], [1.831, 3.223, -3.351], [1.406, 3.774, 0.394], [-0.255, 3.980, -0.050]],
  "atomic_forces_ev_per_a": [[0.26, -0.50, 0.76], [-0.11, 0.14, 0.14], [0.05, -0.12, -0.61], [0.02, 0.35, -0.10], [0.03, -0.31, 1.00], [0.11, -0.05, -0.09], [-0.07, 0.39, -0.18], [-0.13, -0.21, -0.37], [-0.22, -0.01, -0.05], [0.08, 0.28, -0.13], [0.26, 0.26, -0.26], [-0.25, -0.20, -0.06], [-1.04, -1.32, -0.01], [0.93, -0.01, -0.46], [-0.30, 0.06, 0.03], [-0.63, 0.23, 1.02], [0.48, -0.96, -0.70], [0.23, 0.73, 0.06], [0.15, 0.13, 0.33], [0.33, 0.32, -0.18], [0.05, 0.17, -0.09], [-0.09, 0.13, -0.33], [-0.30, -0.13, 0.02], [0.19, 0.60, 0.28], [-0.56, -0.78, -1.12], [-0.12, -0.84, -0.22], [0.19, 1.88, 0.09], [-1.20, -2.86, -0.84], [0.47, -0.47, 0.16], [0.67, 0.09, 1.21], [0.32, 1.82, 0.14], [-0.02, 0.12, -0.01], [-0.01, 0.36, 0.46], [-0.02, 0.65, 0.25], [0.20, 0.04, -0.24], [0.82, 0.34, 0.25], [0.70, -0.49, 0.82], [-1.06, 0.01, -0.19], [0.45, -0.75, -1.02], [0.02, 0.81, 0.14], [0.43, 0.54, 0.92], [-0.16, -0.65, -0.68], [-0.29, -0.06, 0.00], [-0.17, -0.11, 0.05], [-0.41, 0.31, 0.45], [-0.36, 0.03, -0.68], [0.06, -1.44, 0.03], [-0.88, -0.67, -0.43], [-0.21, 1.69, 0.89], [-0.43, -0.18, 0.78], [-0.19, 0.36, -1.46], [0.37, 0.62, 0.05], [-0.07, 0.21, -0.25], [0.10, -0.04, -0.11], [0.53, -0.10, 0.52], [-0.20, -0.33, -0.45], [0.71, -0.17, 0.10], [0.28, 0.04, 0.14], [-0.03, -0.13, 0.25], [-1.18, 1.42, -0.86], [1.25, -0.84, -0.10], [-2.25, 0.11, 0.18], [-0.13, -0.24, -0.11], [0.66, 0.08, 1.77], [0.46, -0.42, -0.33], [0.35, -0.26, 0.34], [-0.07, 0.14, 0.05], [-0.13, 0.03, -0.05], [0.46, 0.35, 0.01], [0.70, 0.22, -0.32], [-0.12, -0.11, 0.03], [0.04, -0.50, -0.60], [0.56, 1.21, -2.02], [1.29, -0.04, -0.03], [-1.12, -0.54, 0.00], [0.14, 0.38, 0.09], [-0.94, 1.48, 1.72], [0.00, -0.22, -0.05], [-0.07, -0.51, 0.76], [-0.29, 0.25, 0.52], [-0.44, -0.04, -0.04], [0.70, 0.57, -0.43], [0.00, -0.53, 0.15], [0.28, -1.27, -0.43], [-0.12, -0.55, -0.31]]
}


# 2
{
  "formula": "C6H5Cl2O7P2STl",
  "method": "the ωB97M-V functional and the def2-TZVPD basis",
  "homo_energy_ev": -1.86,
  "total_charge": -2,
  "elements": ["Tl", "O", "P", "O", "O", "O", "P", "O", "O", "O", "H", "H", "Cl", "C", "C", "C", "C", "C", "Cl", "C", "S", "H", "H", "H"],
  "positions_angstrom": [[-0.650, -2.321, -0.248], [-2.494, -0.141, -0.588], [-3.582, -1.261, -1.173], [-4.594, -0.582, -2.011], [-2.743, -2.385, -1.722], [-4.194, -1.702, 0.246], [-3.579, -1.599, 1.768], [-3.586, 0.007, 2.012], [-4.539, -2.238, 2.692], [-2.140, -2.059, 1.709], [-2.047, 0.293, -1.338], [-3.086, 0.426, 1.279], [0.494, 0.378, 1.160], [1.984, 0.802, 0.385], [3.019, 1.195, 1.215], [4.240, 1.564, 0.679], [4.393, 1.537, -0.698], [3.343, 1.138, -1.514], [3.657, 1.155, -3.234], [2.069, 0.725, -1.030], [0.784, 0.175, -2.042], [2.856, 1.209, 2.286], [5.063, 1.857, 1.322], [5.332, 1.826, -1.154]],
  "atomic_forces_ev_per_a": [[-0.13, -0.20, -0.09], [0.07, 0.15, -0.54], [0.05, 0.28, 0.13], [0.00, -0.20, 0.01], [0.12, 0.01, 0.15], [-0.05, 0.07, 0.12], [-0.10, -0.01, -0.10], [0.20, 0.13, -0.40], [0.12, 0.10, 0.00], [0.00, -0.05, -0.16], [0.00, -0.11, 0.41], [-0.24, -0.30, 0.40], [-0.19, 0.06, 0.20], [0.04, 0.01, -0.10], [-0.05, 0.01, 0.06], [0.11, 0.00, -0.01], [-0.06, -0.01, -0.15], [-0.08, -0.03, 0.21], [-0.05, -0.03, 0.03], [0.21, 0.05, -0.09], [0.15, 0.11, 0.05], [-0.03, -0.02, -0.06], [-0.05, 0.02, -0.04], [-0.04, -0.02, -0.03]]
}


# 3
{
  "formula": "C7H9NS",
  "method": "the ωB97M-V functional and the def2-TZVPD basis",
  "relative_energy_kcal_mol": 28.2,
  "homo_energy_ev": -8.18,
  "total_charge": 0,
  "smiles": "C=C(CS)c1ccc[nH]1",
  "elements": ["C", "C", "C", "C", "C", "C", "C", "N", "S", "H", "H", "H", "H", "H", "H", "H", "H", "H"],
  "positions_angstrom": [[-2.274, -0.815, -0.789], [-1.282, 0.103, -1.112], [-2.072, -1.286, 0.495], [-0.483, 0.227, 0.013], [1.068, 2.059, 0.048], [0.934, 0.763, 0.237], [2.016, -0.193, 0.597], [-0.963, -0.680, 1.004], [2.825, -1.004, -0.769], [-3.174, -1.044, -1.497], [-1.352, 0.753, -1.976], [-2.802, -1.897, 1.102], [1.962, 2.630, -0.006], [0.158, 2.674, -0.144], [2.868, 0.183, 1.277], [1.365, -0.925, 1.121], [-0.617, -0.723, 1.868], [1.823, -0.824, -1.467]],
  "atomic_forces_ev_per_a": [[-2.78, -1.19, -0.98], [0.34, 1.04, 0.78], [-1.74, -0.66, 0.38], [1.88, -1.46, 1.37], [-1.34, 1.49, -0.50], [-1.51, 0.94, -0.83], [0.04, -0.37, 2.19], [-1.56, 1.34, -5.95], [2.78, -0.55, 1.33], [1.88, 0.24, 1.72], [0.68, -0.28, 0.02], [1.34, 0.71, -0.72], [0.95, 0.02, 0.28], [0.73, -0.62, 0.11], [-1.71, -0.26, -0.90], [1.35, -0.21, 0.24], [1.44, -0.38, 3.98], [-2.77, 0.19, -2.53]]
}


# 4
{
  "formula": "C4H32NO12S2",
  "method": "the ωB97M-V functional and the def2-TZVPD basis",
  "s2": 0.757,
  "spin_multiplicity": 2,
  "homo_energy_ev": [-9.60, -9.50],
  "total_charge": 0,
  "elements": ["S", "S", "C", "C", "C", "O", "N", "C", "H", "H", "H", "H", "H", "H", "H", "H", "H", "H", "H", "H", "O", "H", "H", "O", "H", "H", "O", "H", "H", "O", "H", "H", "O", "H", "H", "O", "H", "H", "O", "H", "H", "O", "H", "H", "O", "H", "H", "O", "H", "H", "O"],
  "positions_angstrom": [[-3.884, 2.510, 1.706], [-4.059, 1.814, -0.103], [-3.107, 0.210, -0.444], [-1.799, 0.212, 0.325], [-0.740, -0.721, -0.380], [0.113, 0.036, -1.113], [-1.933, -0.165, 1.747], [-1.008, 0.533, 2.697], [-2.590, 2.851, 1.985], [-2.843, 0.250, -1.519], [-3.729, -0.623, -0.287], [-1.279, 1.257, 0.344], [-0.211, -1.295, 0.419], [-1.274, -1.414, -1.147], [-1.805, -1.150, 1.809], [-1.318, 1.613, 2.720], [-1.350, 0.182, 3.647], [0.053, 0.316, 2.524], [-0.028, 2.866, 2.346], [0.744, 3.291, 0.927], [-0.010, 3.468, 1.546], [3.635, -0.147, 1.618], [3.509, 1.291, 2.094], [3.024, 0.425, 2.158], [2.097, -0.329, -1.917], [2.241, 0.859, -0.918], [2.772, 0.280, -1.598], [0.757, -1.525, -3.236], [-0.374, -1.894, -4.242], [0.485, -2.151, -3.912], [0.693, 0.875, -0.287], [1.709, 0.909, 1.140], [1.454, 1.487, 0.372], [0.106, -4.153, -2.205], [1.233, -3.333, -2.346], [1.049, -4.261, -2.111], [-2.827, -2.868, 1.079], [-1.624, -3.207, 0.281], [-2.549, -3.406, 0.353], [3.379, -2.405, -0.146], [3.309, -0.802, -0.433], [3.259, -1.536, 0.341], [-1.209, 3.399, -3.481], [-0.513, 3.260, -2.094], [-0.682, 3.850, -2.813], [-0.003, 0.503, -2.690], [1.152, 1.172, -3.606], [0.426, 0.534, -3.540], [2.217, -0.504, 3.610], [1.204, -1.313, 4.424], [2.130, -1.053, 4.355]],
  "atomic_forces_ev_per_a": [[0.00, -0.09, 2.56], [0.55, -0.62, -2.59], [0.93, 1.90, -0.19], [-0.07, 2.37, 2.15], [1.04, -2.22, -2.17], [-1.70, -0.34, 1.28], [1.51, 1.55, -1.75], [-1.91, 0.29, -0.49], [-0.26, 0.23, -0.97], [-0.39, 0.27, 0.48], [-0.61, -1.19, 0.48], [-1.25, -1.56, -0.23], [-0.21, 0.22, -0.51], [0.44, 0.77, 1.65], [-0.31, -0.91, 0.50], [0.81, -1.15, -0.36], [0.32, -0.40, 0.88], [-0.22, 0.28, -0.03], [0.97, 1.08, -1.98], [-0.80, -0.69, 1.33], [-0.32, -0.17, 0.78], [-1.09, -0.13, 0.60], [-0.89, -0.94, 0.41], [2.10, 0.91, -0.51], [0.11, 0.19, -0.19], [1.36, -0.77, -0.87], [-0.52, 0.79, 0.94], [-0.38, 0.67, -0.62], [-0.10, 0.49, 0.02], [0.41, -1.12, 0.28], [2.14, 1.27, 1.71], [0.06, 0.53, -0.97], [-1.84, -1.34, -1.07], [-0.82, -0.78, -0.09], [0.68, -0.67, -0.19], [0.18, 1.08, 0.34], [-0.65, 0.33, 0.81], [0.88, -0.18, -0.22], [-0.28, -0.28, -0.57], [-0.08, 1.56, 0.98], [-0.31, -1.85, 1.64], [0.38, 0.20, -2.72], [0.14, -0.20, 0.29], [-0.03, -0.69, 0.48], [-0.08, 0.88, -0.75], [0.28, 0.64, 0.67], [-0.46, -0.13, 0.56], [0.25, 0.03, -1.93], [0.37, 1.22, -1.73], [0.23, 0.06, -0.04], [-0.56, -1.37, 1.92]]
}


# 5
{
  "formula": "H24O12",
  "method": "the ωB97M-V functional and the def2-TZVPD basis",
  "relative_energy_kcal_mol": 78.4,
  "homo_energy_ev": -10.76,
  "total_charge": 0,
  "smiles": "O.O.O.O.O.O.O.O.O.O.O.O",
  "elements": ["H", "H", "H", "H", "H", "H", "H", "H", "H", "H", "H", "H", "H", "H", "H", "H", "H", "H", "H", "H", "H", "H", "H", "H", "O", "O", "O", "O", "O", "O", "O", "O", "O", "O", "O", "O"],
  "positions_angstrom": [[-0.809, -0.907, -0.711], [0.083, -0.183, 0.284], [4.117, -1.616, 1.498], [2.661, -1.371, 1.860], [0.289, 1.517, 2.897], [-1.217, 1.337, 2.797], [3.310, -2.526, -0.174], [3.314, -3.934, -0.746], [-2.715, 1.035, -2.298], [-1.928, -0.178, -2.764], [-2.592, 2.773, -0.491], [-1.415, 3.473, 0.169], [0.319, 5.640, -0.772], [0.443, 4.127, -0.841], [-4.477, -3.822, 1.818], [-3.275, -2.965, 1.456], [-2.957, 0.235, 0.941], [-3.379, 1.040, 2.159], [3.156, 2.321, 0.210], [3.847, 1.715, -1.000], [-1.526, -2.177, -1.411], [-1.273, -3.383, -2.300], [2.873, -1.450, -2.142], [3.600, -0.238, -1.583], [-0.839, -0.398, 0.107], [3.475, -1.756, 2.203], [-0.540, 1.811, 3.292], [2.917, -3.398, -0.051], [-2.815, 0.101, -2.514], [-2.112, 2.831, 0.343], [0.571, 4.925, -1.366], [-3.762, -3.748, 1.177], [-2.600, 0.703, 1.704], [3.918, 1.787, -0.042], [-1.556, -2.462, -2.331], [2.893, -0.861, -1.379]],
  "atomic_forces_ev_per_a": [[0.34, 0.39, 0.08], [-0.05, -0.06, 0.01], [0.00, 0.03, 0.22], [0.05, -0.11, 0.08], [-0.12, 0.03, 0.17], [-0.17, -0.09, -0.31], [-0.21, 0.01, -0.06], [-0.06, -0.07, 0.11], [-0.02, -0.11, -0.04], [-0.12, -0.18, -0.12], [0.00, 0.07, 0.08], [-0.19, 0.06, 0.06], [0.06, 0.04, -0.08], [0.11, 0.03, -0.10], [0.06, -0.04, -0.09], [0.03, -0.05, -0.01], [0.44, 0.02, -0.04], [0.05, 0.10, 0.02], [0.09, -0.02, 0.03], [0.02, 0.29, 0.11], [-0.45, -0.49, -0.09], [-0.01, 0.04, -0.02], [-0.16, -0.04, 0.01], [-0.04, -0.08, 0.16], [0.13, -0.25, -0.32], [0.04, 0.31, 0.00], [0.44, 0.11, 0.09], [0.10, -0.31, -0.34], [0.09, 0.28, 0.12], [0.21, 0.47, -0.42], [-0.13, -0.12, 0.20], [-0.04, 0.13, 0.11], [-0.89, -0.51, 0.61], [-0.08, -0.09, -0.17], [0.29, 0.08, 0.09], [0.20, 0.10, -0.14]]
}


# 6
{
  "formula": "CH17NO6",
  "method": "the ωB97M-V functional and the def2-TZVPD basis",
  "relative_energy_kcal_mol": 213.6,
  "homo_energy_ev": -9.88,
  "total_charge": 0,
  "elements": ["C", "N", "H", "H", "H", "H", "H", "H", "H", "O", "H", "H", "O", "H", "H", "O", "H", "H", "O", "H", "H", "O", "H", "H", "O"],
  "positions_angstrom": [[1.830, -0.784, -1.806], [2.424, 0.529, -1.809], [2.479, -1.477, -1.291], [0.874, -0.827, -1.282], [1.649, -1.158, -2.781], [1.722, 1.239, -1.604], [3.009, 0.588, -0.993], [0.479, 0.139, 0.827], [0.181, -0.633, 1.817], [-0.640, -0.761, 2.285], [1.847, -0.266, 1.403], [2.545, -0.063, 2.719], [2.704, -0.171, 1.789], [0.402, 1.631, -0.098], [-0.689, 1.138, -0.859], [-0.056, 1.869, -0.899], [-2.135, 2.007, 1.097], [-1.113, 0.078, 2.181], [-2.465, 1.183, 1.483], [-2.624, 0.582, 0.691], [-2.542, 0.617, -1.402], [-2.582, -0.110, -0.765], [-1.451, -1.147, -0.678], [-0.939, -2.359, 0.106], [-0.641, -1.783, -0.603]],
  "atomic_forces_ev_per_a": [[-0.28, -0.33, 0.59], [-0.42, 0.46, 1.34], [0.28, -0.30, 0.01], [0.20, -0.01, -0.38], [-0.09, -0.28, -1.15], [-0.13, 0.12, -0.90], [0.91, 0.11, 0.09], [-0.81, -0.36, -0.57], [1.21, -0.52, -0.22], [-0.41, -0.28, 0.50], [-0.69, -0.34, -0.63], [-0.05, 0.10, 0.84], [1.23, 0.17, -0.25], [0.93, 0.63, 0.85], [-0.82, -0.16, -0.70], [-0.49, -0.34, 0.07], [-0.24, -0.19, 0.12], [-1.13, 0.68, -0.01], [0.56, 0.10, 0.23], [-0.06, 0.20, -0.27], [-0.24, -0.35, -0.13], [0.72, 0.01, 0.18], [-0.02, 0.61, -0.36], [0.17, -0.34, 0.39], [-0.33, 0.61, 0.37]]
}


Calculated E in order - -2749.733528, -2932.518007, -724.998601, -1925.412824, -917.200348, -554.157338 Eh